C4H11O2Yb | ωB97M-V with the def2-TZVPD basis set

* DFT total energy: -1467.69919 Ha
* net charge: +1
* LUMO (spin up / spin down): -3.32 / -6.03 eV
* 2S+1: 3
* Kohn-Sham gap (spin up / spin down): 6.33 / 7.10 eV

Atoms and positions in Å:
1 H 0.87 -4.36 1.96
2 O 0.58 -4.25 2.88
3 C -0.83 -4.25 2.91
4 H -1.25 -5.12 2.39
5 H -1.14 -4.28 3.97
6 H -1.25 -3.34 2.45
7 C 2.42 -4.80 -4.13
8 O 1.97 -4.75 -2.79
9 C 0.57 -4.89 -2.57
10 C 0.34 -4.90 -1.09
11 Yb 2.85 -3.86 -0.69
12 H 3.47 -4.50 -4.11
13 H 2.30 -5.83 -4.49
14 H 1.86 -4.11 -4.77
15 H -0.10 -5.94 -2.28
16 H -0.02 -4.25 -3.25
17 H 0.40 -5.88 -0.59
18 H -0.33 -4.09 -0.77